(1)
Computed, not measured: 2 unconnected molecules or ions with the total composition C2H4N2S, with the ωB97M-V functional and the def2-TZVPD basis.

The calculation puts the highest occupied orbital energy (alpha / beta) at -8.24 / -12.01 eV. The value obtained for the energy relative to the best compared isomer or geometry (same formula, charge and spin) is 29.2 kcal/mol. The HOMO-LUMO gap (alpha / beta) comes out at 8.96 / 10.10 eV.

ORCA input file:
```
! wB97M-V def2-TZVPD RIJCOSX def2/J DEFGRID3
* xyz 0 3
C 2.671 1.985 -1.287
C -1.695 -1.446 0.609
N 3.367 2.395 -2.077
N -0.021 0.826 0.488
S -0.380 -0.371 1.291
H -2.094 -1.133 -0.307
H -2.601 -1.503 1.326
H -1.256 -2.491 0.479
H 2.009 1.738 -0.522
*
```



(2)
Computed, not measured: a single C2H4N2S2 molecule, with the ωB97M-V functional and the def2-TZVPD basis.

The calculation puts the highest occupied orbital energy at -8.51 eV. The value obtained for the energy relative to the best compared isomer or geometry (same formula, charge and spin) is 45.0 kcal/mol. The HOMO-LUMO gap comes out at 8.57 eV.

ORCA input file:
```
! wB97M-V def2-TZVPD RIJCOSX def2/J DEFGRID3
* xyz 0 1
H -0.562 2.714 -0.257
N -0.926 1.850 -0.052
C -0.153 0.882 0.114
C -0.576 -0.662 0.270
N 0.426 -1.475 -0.286
S 1.995 -1.153 0.181
S 1.672 1.038 0.136
H -0.817 -0.815 1.453
H -1.493 -0.629 -0.230
H 0.434 -1.750 -1.327
*
```



(3)
Computed, not measured: a molecular structure, C2H4N2S2, with the ωB97M-V functional and the def2-TZVPD basis.

The calculation puts the highest occupied orbital energy at -8.93 eV. The value obtained for the energy relative to the best compared isomer or geometry (same formula, charge and spin) is 74.4 kcal/mol. The HOMO-LUMO gap comes out at 8.31 eV.

ORCA input file:
```
! wB97M-V def2-TZVPD RIJCOSX def2/J DEFGRID3
* xyz 0 1
C -0.051 1.360 -0.280
C -1.080 -0.929 -0.108
H 0.687 -2.129 0.070
H -1.017 1.817 -0.694
H 1.731 1.619 0.756
H -1.875 -0.254 -0.008
N 0.061 -0.111 -0.173
N 0.806 2.179 0.303
S 1.604 -0.941 0.108
S -0.864 -2.610 0.027
*
```



(4)
Computed, not measured: a single C2H4N2S3 molecule, with the ωB97M-V functional and the def2-TZVPD basis.

The calculation puts the highest occupied orbital energy at -8.28 eV. The value obtained for the energy relative to the best compared isomer or geometry (same formula, charge and spin) is 17.3 kcal/mol. The HOMO-LUMO gap comes out at 8.67 eV.

ORCA input file:
```
! wB97M-V def2-TZVPD RIJCOSX def2/J DEFGRID3
* xyz 0 1
S 1.852 -1.268 -1.730
N 0.206 -1.219 -1.237
C -0.076 -0.405 -0.309
N 0.792 0.420 0.428
S 0.031 1.763 1.224
C -1.365 0.730 1.689
S -1.768 -0.289 0.247
H 1.588 -1.847 -2.895
H 1.596 0.704 -0.082
H -1.146 0.112 2.554
H -2.226 1.374 1.958
*
```



(5)
Computed, not measured: a gas-phase ion, C2H4N3 (charge +1), with the ωB97M-V functional and the def2-TZVPD basis.

The calculation puts the highest occupied orbital energy at -18.18 eV. The value obtained for the energy relative to the best compared isomer or geometry (same formula, charge and spin) is 76.9 kcal/mol. The HOMO-LUMO gap comes out at 11.27 eV.

ORCA input file:
```
! wB97M-V def2-TZVPD RIJCOSX def2/J DEFGRID3
* xyz 1 1
C 0.181 -0.727 0.411
C 0.380 0.710 0.509
N -0.115 1.517 -0.405
N -0.705 0.834 -1.257
N -1.057 -0.125 -1.688
H 0.630 -1.148 -0.502
H 0.629 -1.240 1.265
H -0.880 -1.013 0.363
H 0.936 1.192 1.305
*
```



(6)
Computed, not measured: a gas-phase ion, C2H4N3 (charge +1), with the ωB97M-V functional and the def2-TZVPD basis.

The calculation puts the highest occupied orbital energy at -16.24 eV. The value obtained for the energy relative to the best compared isomer or geometry (same formula, charge and spin) is 70.9 kcal/mol. The HOMO-LUMO gap comes out at 9.61 eV.

ORCA input file:
```
! wB97M-V def2-TZVPD RIJCOSX def2/J DEFGRID3
* xyz 1 1
H 1.112 -1.672 -1.795
N 0.625 -1.066 -1.143
C 0.535 0.153 -1.388
N -0.268 0.876 -0.478
N -0.471 0.541 0.619
C -0.718 0.225 1.771
H 0.894 0.774 -2.208
H -0.205 0.662 2.626
H -1.504 -0.492 1.995
*
```